No. 1
This record from OMol25 describes an isolated ion of composition C4H12NO and charge +1 at a distorted geometry. The level of theory is wB97M-V/def2-TZVPD.

Last columns: bonded neighbours and bond lengths (Å).
Positions of all 18 atoms, in Å:
1 C 0.376 1.901 -1.566  C2 1.500, H7 1.118, H8 1.108, H9 1.115
2 C -0.215 0.771 -0.778  C1 1.500, N3 1.516, H10 1.083, H11 1.120
3 N 0.913 0.073 -0.044  C2 1.516, C4 1.608, H12 1.028, H13 1.020
4 C 0.667 -1.248 0.839  N3 1.608, C5 1.508, H14 1.102, H15 1.120
5 C -0.684 -1.332 1.502  C4 1.508, O6 1.441, H16 1.100, H17 1.086
6 O -1.697 -1.411 0.480  C5 1.441, H18 0.956
7 H -0.305 2.318 -2.348  C1 1.118
8 H 0.622 2.796 -0.961  C1 1.108
9 H 1.310 1.720 -2.147  C1 1.115
10 H -0.805 0.027 -1.300  C2 1.083
11 H -0.915 0.962 0.075  C2 1.120
12 H 1.527 -0.213 -0.817  N3 1.028
13 H 1.363 0.625 0.686  N3 1.020
14 H 1.570 -1.250 1.471  C4 1.102
15 H 0.654 -1.977 -0.011  C4 1.120
16 H -0.937 -0.450 2.110  C5 1.100
17 H -0.908 -2.253 2.033  C5 1.086
18 H -2.535 -1.057 0.776  O6 0.956

Computed properties:
Frontier orbital gap = 11.47 eV
Charge = +1
E = -289.3105 hartree

Mulliken atomic charge list, values in e, 4 entries: C -1.166; C -0.360; N -0.234; C -0.502



No. 2
This record from OMol25 describes a 2-piece molecular cluster, C4H12NO overall at a distorted geometry. The level of theory is wB97M-V/def2-TZVPD.

Last columns: bonded neighbours and bond lengths (Å).
Positions of all 18 atoms, in Å:
1 C -0.368 1.056 0.323  N2 1.486, C5 1.597, H6 1.149, H7 1.098
2 N -0.164 -0.075 -0.619  C1 1.486, C3 1.559, H8 1.039, H9 1.060
3 C 0.189 -1.343 0.217  N2 1.559, C4 1.522, H10 1.140, H11 1.115
4 C -0.613 -1.044 1.476  C3 1.522, C5 1.487, H12 1.123, H13 1.162
5 C -1.042 0.374 1.600  C1 1.597, C4 1.487, H14 1.132, H15 1.073
6 H -1.189 1.715 -0.139  C1 1.149
7 H 0.558 1.612 0.518  C1 1.098
8 H -0.897 -0.093 -1.355  N2 1.039
9 H 0.809 0.022 -1.028  N2 1.060
10 H 0.005 -2.352 -0.278  C3 1.140
11 H 1.303 -1.343 0.264  C3 1.115
12 H 0.055 -1.086 2.378  C4 1.123
13 H -1.388 -1.870 1.735  C4 1.162
14 H -2.143 0.351 1.337  C5 1.132
15 H -0.845 0.814 2.558  C5 1.073
16 H 1.347 1.157 -3.478  O18 0.955
17 H 2.672 1.093 -2.903  O18 1.010
18 O 1.711 1.012 -2.607  H16 0.955, H17 1.010

Computed properties:
Frontier orbital gap = 12.01 eV
Charge = +1
E = -289.3213 hartree

Mulliken atomic charge list, values in e, 4 entries: C -0.546; N -0.123; C -0.489; C -0.414



No. 3
This record from OMol25 describes a 2-piece molecular cluster, C4H12NO overall. The level of theory is wB97M-V/def2-TZVPD.

Last columns: bonded neighbours and bond lengths (Å).
Positions of all 18 atoms, in Å:
1 C 1.921 1.178 0.317  C2 1.493, H5 1.083, H6 1.090, H7 1.089
2 C 1.184 0.746 -0.908  C1 1.493, C3 1.314, N4 1.476
3 C 1.130 1.354 -2.072  C2 1.314, H8 1.083, H9 1.080
4 N 0.412 -0.500 -0.732  C2 1.476, H10 1.061, H11 1.020, H12 1.020
5 H 2.536 2.038 0.080  C1 1.083
6 H 1.216 1.450 1.102  C1 1.090
7 H 2.559 0.382 0.698  C1 1.089
8 H 0.549 0.959 -2.896  C3 1.083
9 H 1.680 2.269 -2.231  C3 1.080
10 H -0.388 -0.406 -0.040  N4 1.061
11 H 1.003 -1.260 -0.394  N4 1.020
12 H -0.003 -0.787 -1.619  N4 1.020
13 C -2.352 -1.601 1.557  O14 1.449, H15 1.080, H16 1.084, H17 1.087
14 O -1.701 -0.456 0.953  C13 1.449, H18 0.968
15 H -3.278 -1.824 1.048  C13 1.080
16 H -1.662 -2.434 1.493  C13 1.084
17 H -2.521 -1.422 2.616  C13 1.087
18 H -2.283 0.314 1.029  O14 0.968

Computed properties:
Frontier orbital gap = 11.38 eV
Charge = +1
E = -289.3331 hartree

Mulliken atomic charge list, values in e, 4 entries: C -1.177; C 0.794; C -1.001; N -0.212